#a
{
  "formula": "CH5BOS",
  "method": "wB97M-V/def2-TZVPD",
  "gap_ev": 8.53,
  "molar_mass_g_mol": 75.9,
  "species": ["S", "O", "C", "B", "H", "H", "H", "H", "H"],
  "coordinates": [[2.458, -0.126, 0.002], [-0.280, -1.386, 0.118], [1.163, 0.871, 0.195], [-0.322, 0.215, 0.078], [0.197, -1.898, 0.847], [0.392, -1.418, -0.568], [-0.930, 0.439, -0.957], [-1.017, 0.568, 1.053], [1.445, 1.869, 0.645]]
}

#b
{
  "formula": "CH5BOS",
  "method": "wB97M-V/def2-TZVPD",
  "smiles": "OBCS",
  "gap_ev": 9.20,
  "molar_mass_g_mol": 75.9,
  "species": ["S", "O", "C", "B", "H", "H", "H", "H", "H"],
  "coordinates": [[-1.934, 0.276, -0.016], [0.955, 1.076, -0.188], [-0.431, -0.865, -0.314], [0.874, -0.152, 0.354], [1.417, -0.643, 1.304], [1.567, 1.697, 0.153], [-0.854, -1.796, 0.292], [-0.324, -1.037, -1.452], [-1.270, 1.445, -0.132]]
}

Order from most stable to least stable according to the calculation: #b, #a